# 1
This record from the Open Molecules 2025 dataset describes a molecular structure, C33H35N8O4S4Ti. The level of theory is ωB97M-V with the def2-TZVPD basis set.

```
! RIJCOSX wB97M-V def2-TZVPD def2/J DEFGRID3
* xyz 1 1
Ti -0.10904 -0.39432 -0.83973
S -0.34308 -0.18377 1.57529
C 1.39550 -0.29021 1.70866
N 2.12558 0.26853 2.65362
N 1.52967 1.03671 3.49235
C 2.20077 1.62068 4.58713
C 3.57752 1.50430 4.73541
C 4.18256 2.09935 5.83080
C 3.43156 2.79639 6.76692
C 2.05686 2.89867 6.61058
C 1.43628 2.31119 5.52132
N 2.15005 -1.07130 0.89456
N 1.57167 -1.52220 -0.14562
C 2.30311 -2.55222 -0.81538
C 3.07295 -3.44144 -0.06705
C 3.76166 -4.45655 -0.70826
C 3.68236 -4.59748 -2.08687
C 2.91158 -3.71287 -2.82525
C 2.21783 -2.68979 -2.19591
H 0.53287 1.22708 3.36680
H 4.15670 0.96246 4.00159
H 5.25443 2.01653 5.95344
H 3.91661 3.25555 7.61787
H 1.46423 3.43124 7.34271
H 0.35996 2.37324 5.39890
H 3.12526 -3.32902 1.00713
H 4.36236 -5.14342 -0.12648
H 4.22481 -5.39108 -2.58323
H 2.86571 -3.80744 -3.90284
H 1.65484 -1.97606 -2.77585
C -1.87641 -4.34101 0.58064
C -0.97987 -3.33099 0.22336
N -1.37235 -2.20041 -0.33451
C -2.69623 -1.99938 -0.52374
C -3.66743 -2.95416 -0.20651
C -3.21807 -4.15767 0.36240
C -5.04250 -2.66952 -0.48915
C -5.40553 -1.49894 -1.05715
C -4.43003 -0.49795 -1.37577
C -4.75070 0.75717 -1.93575
C -3.75594 1.65917 -2.19057
C -2.42954 1.31637 -1.89306
N -2.11193 0.14612 -1.36211
C -3.09011 -0.75068 -1.09494
H -1.49564 -5.25038 1.02340
H 0.08203 -3.45142 0.38686
H -3.93487 -4.92555 0.62600
H -5.78491 -3.41842 -0.24309
H -6.44581 -1.29095 -1.27425
H -5.78548 0.99763 -2.14732
H -3.96325 2.63872 -2.59476
H -1.61975 2.00579 -2.08969
S -2.50646 3.02617 0.82362
C -1.05401 3.81948 1.14028
N -0.25878 4.25358 0.15399
C 1.06434 4.81839 0.36793
C 1.03650 5.64562 1.63931
C 0.56929 4.76609 2.78433
N -0.64667 4.04791 2.40607
H -0.53442 3.98822 -0.77689
H 1.31921 5.42646 -0.49781
H 1.81593 4.02432 0.44271
H 0.35128 6.48578 1.50892
H 2.02569 6.04339 1.86067
H 0.35587 5.36386 3.67030
H 1.36161 4.06089 3.04870
H -1.30953 3.77197 3.11048
C -0.76525 -3.13386 -4.62519
C -1.08243 -1.77313 -5.23630
C -0.55431 -0.81302 -4.18616
O -0.65390 -1.52065 -2.91054
C -1.06287 -2.89049 -3.16200
H 0.28834 -3.38674 -4.75880
H -1.36486 -3.94392 -5.03575
H -2.15847 -1.65230 -5.37176
H -0.59993 -1.61468 -6.19828
H -1.13666 0.10420 -4.10422
H 0.48607 -0.54422 -4.34592
H -2.13404 -2.98305 -2.96237
H -0.50840 -3.54301 -2.49392
O 2.73472 1.75096 -1.26240
S 1.38655 1.66978 -1.72162
O 1.06394 0.23822 -2.26470
O 0.41722 1.45816 -0.51265
S 0.75554 3.00931 -2.91296
*
```

Output
largest force on an atom: 0.67 eV Å⁻¹
frontier orbital gap: 5.89 eV
HOMO energy: -9.94 eV
energy: -4459.6905 hartree

# 2
This record from the Open Molecules 2025 dataset describes a molecular structure, C33H35N8O7PW in a non-equilibrium geometry. The level of theory is ωB97M-V with the def2-TZVPD basis set.

```
! RIJCOSX wB97M-V def2-TZVPD def2/J DEFGRID3
* xyz 2 3
W 0.10111 -0.44717 0.06447
C -3.09484 -2.28015 2.38593
C -2.51499 -2.67454 3.59359
C -1.15759 -2.52876 3.76403
C -0.38103 -1.96665 2.74310
N -0.95856 -1.54153 1.59203
C -2.29197 -1.72869 1.42072
N 0.97745 -1.96549 2.94861
C 1.88336 -1.39386 2.25719
N 1.74658 -0.44326 1.20014
C 3.02374 -0.32582 0.57095
N 3.33813 0.27798 -0.50943
C 2.50537 0.87811 -1.42373
C 3.12074 1.71971 -2.36080
C 2.37831 2.27994 -3.37298
C 1.01618 1.97931 -3.46621
C 0.46229 1.15669 -2.52046
N 1.17673 0.62600 -1.49510
C 3.98687 -1.09038 1.35717
C 5.34749 -1.27238 1.16730
C 5.99700 -2.11177 2.06100
C 5.30618 -2.75241 3.09358
C 3.94074 -2.57529 3.27097
C 3.30199 -1.72342 2.38562
H -4.14935 -2.41173 2.19240
H -3.11644 -3.11448 4.37699
H -0.65077 -2.85673 4.65902
H -2.69668 -1.42298 0.46342
H 4.18309 1.88500 -2.26591
H 2.85041 2.92618 -4.10015
H 0.39883 2.37443 -4.25962
H -0.59085 0.90060 -2.54952
H 5.87424 -0.78154 0.36157
H 7.06001 -2.28040 1.95779
H 5.85076 -3.40329 3.76354
H 3.39936 -3.07711 4.05971
O 0.36343 -5.33832 -5.79789
N -0.59967 -4.60581 -5.77661
O -1.42606 -4.46447 -6.64632
C -0.70682 -3.70040 -4.61001
C -1.76997 -2.81967 -4.53501
C -1.87089 -1.97050 -3.45096
C -0.92525 -1.98197 -2.39536
O -1.02904 -1.21101 -1.33830
C 0.13287 -2.90825 -2.54677
C 0.25620 -3.76347 -3.63223
N 1.15815 -3.04317 -1.51987
O 1.12668 -2.33425 -0.48426
O 2.01387 -3.84853 -1.64955
N -3.02047 -1.04193 -3.46044
O -3.06607 -0.17766 -2.59853
O -3.84451 -1.20014 -4.32052
H -2.51285 -2.78792 -5.32090
H 1.07474 -4.46400 -3.71440
C -2.33191 3.17410 2.83418
C -1.12531 2.26679 2.55153
C -1.09779 1.08403 3.51015
P -0.90672 1.86339 0.75829
C 0.17035 3.24663 0.16532
C -0.33553 4.65012 0.51642
C 1.59435 3.09844 0.71667
C -2.49187 1.77799 -0.21053
C -2.86826 2.99840 -1.05144
C -3.69476 1.30640 0.61524
H -2.13534 3.74562 3.74153
H -3.22608 2.58039 3.01114
H -2.54417 3.88571 2.03767
H -0.21845 2.85068 2.73791
H -1.92982 0.39898 3.33639
H -1.18934 1.45677 4.53097
H -0.15846 0.53474 3.44791
H 0.19743 3.14911 -0.92306
H -0.33142 4.81144 1.59397
H -1.32746 4.87072 0.13549
H 0.35348 5.37685 0.08470
H 1.64815 3.44492 1.74898
H 2.26960 3.72798 0.13712
H 1.97589 2.08010 0.69513
H -2.27551 0.97993 -0.92604
H -3.23712 3.81488 -0.43167
H -3.67477 2.70796 -1.72537
H -2.04436 3.36877 -1.66178
H -4.20395 2.15320 1.06993
H -3.43403 0.60933 1.41282
H -4.40500 0.81296 -0.04855
*
```

Output
largest force on an atom: 1.11 eV Å⁻¹
frontier orbital gap (spin up / spin down): 6.80 / 6.65 eV
HOMO energy (spin up / spin down): -14.07 / -14.16 eV
energy: -2650.9921 hartree

# 3
This record from the Open Molecules 2025 dataset describes a molecular structure, C33H36AsBrN2PTi in a non-equilibrium geometry. The level of theory is ωB97M-V with the def2-TZVPD basis set.

```
! RIJCOSX wB97M-V def2-TZVPD def2/J DEFGRID3
* xyz 2 2
Ti 0.26563 1.26211 0.72176
C -0.31375 3.43148 -0.16119
C 0.48765 3.47957 1.02008
C -0.37618 3.21174 2.11620
C -1.65056 2.95743 1.62177
C -1.61490 3.08445 0.20821
H 0.00995 3.66936 -1.15488
H 1.47914 3.88296 1.08584
H -0.11556 3.22258 3.15634
H -2.52017 2.74215 2.22402
H -2.44963 2.97301 -0.47190
Br 1.48100 -4.32744 -4.50703
C 1.33673 -3.25796 -2.97053
C 0.31187 -2.33131 -2.86999
C 0.21424 -1.53355 -1.74323
C 1.12044 -1.66743 -0.70262
C 2.16891 -2.58238 -0.83017
C 2.27098 -3.37941 -1.95586
N 1.01386 -0.81980 0.44123
C 1.40648 -1.30552 1.54426
C 1.67561 -0.44637 2.67511
C 2.18604 -0.96171 3.84259
C 2.61664 -0.09327 4.83011
C 2.54644 1.26306 4.58630
C 1.99583 1.70187 3.40134
N 1.52941 0.87442 2.45938
H -0.41133 -2.23072 -3.67433
H -0.59930 -0.80997 -1.67905
H 2.94160 -2.64826 -0.07215
H 3.08974 -4.08510 -2.05479
H 1.63700 -2.35608 1.64494
H 2.26675 -2.03890 3.96282
H 3.02496 -0.46996 5.76212
H 2.91107 1.98793 5.30640
H 1.93839 2.75821 3.19680
C 2.51326 3.42895 -1.86466
As 2.36515 1.72953 -0.93697
C 3.97030 1.77323 0.15996
C 2.91989 0.53299 -2.36133
H 3.51098 3.50762 -2.27016
H 2.34120 4.26189 -1.19120
H 1.80340 3.47328 -2.68193
H 4.82801 2.03010 -0.44618
H 4.13099 0.79517 0.60760
H 3.86251 2.50922 0.94982
H 3.68085 1.02741 -2.94962
H 2.08286 0.27694 -2.99676
H 3.32976 -0.37610 -1.93822
C -3.60763 0.41258 1.36759
P -2.15836 -0.00180 0.32910
C -2.80476 0.21065 -1.35730
C -4.02972 -0.34719 -1.72772
C -4.52786 -0.15421 -3.00951
C -3.81022 0.59902 -3.93236
C -2.59353 1.16373 -3.57276
C -2.09806 0.97100 -2.29121
C -2.01702 -1.78517 0.66769
C -1.61950 -2.13329 1.96194
C -1.48180 -3.46723 2.32304
C -1.73072 -4.46521 1.38745
C -2.11868 -4.12664 0.09893
C -2.26226 -2.78958 -0.26384
H -4.37685 -0.33194 1.20047
H -4.00274 1.39315 1.11240
H -3.33589 0.38574 2.42107
H -4.60289 -0.94204 -1.02009
H -5.48088 -0.59276 -3.28827
H -4.20210 0.74734 -4.93425
H -2.03502 1.75846 -4.28973
H -1.16635 1.41520 -2.02001
H -1.43451 -1.36395 2.69679
H -1.19646 -3.72977 3.33654
H -1.62996 -5.50914 1.66773
H -2.32241 -4.90491 -0.62947
H -2.56798 -2.53947 -1.27450
*
```

Output
largest force on an atom: 2.08 eV Å⁻¹
frontier orbital gap (spin up / spin down): 7.06 / 6.87 eV
HOMO energy (spin up / spin down): -13.79 / -13.80 eV
energy: -7388.7643 hartree